Record 1
Here is a molecular structure, C21H39AlBBr2CaCl4F6LiO2P from the OMol25 dataset. Energies are from ωB97M-V/def2-TZVPD.

multiplicity	1
total charge	+3

CARTESIAN COORDINATES (ANGSTROEM)
O 1.72632 -1.09160 1.22616
P 1.45773 0.58483 1.25681
C 0.19140 0.91941 -0.10503
C -0.97924 1.90325 0.39667
C -2.30217 1.03840 0.45572
C -2.83870 0.60261 -0.83216
C -4.03689 -0.21952 -0.82857
C -4.62770 -0.54092 0.45916
C -4.08410 -0.11325 1.75956
C -2.87630 0.71440 1.75425
H 0.86934 -1.55541 1.22142
H 2.66761 1.26216 0.80784
H -0.23968 -0.07250 -0.41280
H 0.65282 1.39596 -1.02308
H -1.15723 2.72856 -0.34490
H -0.76113 2.35029 1.39548
H -2.31898 0.90719 -1.76377
H -4.42286 -0.56098 -1.81545
H -5.58008 -1.16613 0.43088
H -4.52575 -0.38415 2.74469
H -2.39585 1.08498 2.70435
C 1.64413 0.30980 -4.40704
C 2.22639 -1.09974 -4.45631
C 2.33219 -1.76099 -3.08314
C 3.25247 -1.05681 -2.08640
C 4.70173 -0.87911 -2.55373
C 5.42866 -2.20167 -2.79756
H 2.28109 0.99426 -3.83808
H 1.54852 0.71444 -5.41519
H 0.64933 0.30445 -3.95290
H 3.20563 -1.07481 -4.94702
H 1.58485 -1.71815 -5.08607
H 2.66372 -2.79454 -3.21560
H 1.33194 -1.82236 -2.64112
H 3.24947 -1.62461 -1.15084
H 2.83441 -0.07233 -1.84003
H 5.24570 -0.31539 -1.77282
H 4.73485 -0.25816 -3.46770
H 5.43217 -2.81388 -1.89531
H 6.47518 -2.02664 -3.08633
H 4.96182 -2.77049 -3.60156
F -4.73815 2.21737 -1.03066
Li 2.53165 2.40342 -0.42355
C -2.66247 1.92207 5.33401
C -1.14605 2.07363 5.34802
O -0.72344 3.39329 5.69181
C -1.09364 3.90582 6.97408
C -0.57976 3.08780 8.14046
H -3.11040 2.63417 4.63645
H -2.93542 0.91062 5.03042
H -3.10063 2.10584 6.31498
H -0.75986 1.87511 4.34845
H -0.67985 1.34015 6.00819
H -2.18602 4.02186 7.01390
H -0.67463 4.91307 7.03370
H -0.97381 2.07029 8.13533
H -0.86927 3.55432 9.08231
H 0.50999 3.01825 8.10432
Br -0.74437 -4.92931 -7.71869
C 0.87472 -3.85008 -7.68990
C 2.01409 -4.58789 -7.03547
Br 1.82699 -4.60418 -5.09164
H 0.62442 -2.91682 -7.18990
H 1.10129 -3.64767 -8.73618
H 2.95938 -4.08055 -7.22595
H 2.09433 -5.62478 -7.35300
Ca -5.24920 -3.04004 0.75458
C -8.32936 -6.21858 3.56425
Cl -7.73649 -7.87743 3.50124
Cl -7.09608 -5.12527 2.82649
Cl -9.83639 -6.08406 2.65738
Cl -8.59138 -5.73738 5.23908
F 0.97409 3.45748 4.88313
B 4.28952 6.27707 -0.46317
F 3.73384 4.94378 -0.41103
F 3.28173 7.17308 -0.87211
F 4.75801 6.62397 0.81990
F 5.35514 6.28601 -1.38980
Al 6.68464 0.29472 -3.00392



Record 2
Here is 3 unconnected molecules or ions with the total composition C24H34F4O8 from the OMol25 dataset. Energies are from ωB97M-V/def2-TZVPD.

multiplicity	1

CARTESIAN COORDINATES (ANGSTROEM)
O -2.27038 2.88305 0.73099
C -2.85857 3.91626 0.92133
C -2.20711 5.22370 0.73208
C -2.92717 6.34017 0.67047
C -4.40197 6.33528 0.75105
O -5.02791 7.25636 0.29440
C -5.02911 5.12524 1.34994
C -4.27384 3.94829 1.38555
C -4.81739 2.75688 1.85192
C -6.13084 2.72169 2.29204
C -6.88002 3.90104 2.29569
C -6.34285 5.10076 1.84401
C -7.21860 6.34412 1.90427
F -6.57525 7.41731 2.39141
F -8.22458 6.10187 2.79180
C -7.88340 6.68511 0.53030
F -9.19161 6.32228 0.56655
F -7.31038 5.96533 -0.45293
H -1.13458 5.25109 0.62546
H -2.43486 7.28643 0.50864
H -4.23587 1.84924 1.85328
H -6.58354 1.80735 2.63676
H -7.89307 3.85165 2.65739
H -7.85089 7.74795 0.30596
C 0.16707 -3.60780 -4.14191
O -0.13024 -2.67336 -3.12985
C 0.47144 -2.99261 -1.88698
C 0.77333 -1.74950 -1.07784
O 1.89349 -1.00307 -1.54392
C 1.72136 -0.26973 -2.75048
C 0.84376 0.95583 -2.62184
O -0.52671 0.60597 -2.56406
C -1.29484 1.51943 -1.80633
H -0.29971 -4.57824 -3.93745
H -0.22811 -3.21611 -5.07753
H 1.24994 -3.74151 -4.25056
H 1.40083 -3.55231 -2.04517
H -0.22567 -3.62238 -1.31723
H 1.04654 -2.07797 -0.07158
H -0.10648 -1.11213 -0.98360
H 1.38008 -0.91227 -3.56281
H 2.72546 0.07666 -3.00809
H 1.00180 1.59439 -3.50235
H 1.13722 1.51534 -1.72586
H -0.89011 1.63809 -0.80106
H -2.30512 1.12236 -1.72886
H -1.33523 2.49859 -2.30029
C 7.76273 -3.86795 2.95546
O 6.88203 -4.52001 2.06960
C 5.91745 -5.31997 2.73210
C 4.63116 -5.40164 1.94060
O 3.83332 -4.22968 1.99279
C 4.25125 -3.09989 1.23770
C 4.04863 -3.23110 -0.25399
O 5.03931 -4.06984 -0.83430
C 4.56856 -4.76686 -1.96266
H 8.41624 -4.58443 3.46648
H 8.37635 -3.18773 2.36745
H 7.21195 -3.28298 3.70098
H 5.69959 -4.91477 3.72699
H 6.32608 -6.33336 2.84745
H 4.01737 -6.17753 2.40468
H 4.82286 -5.70886 0.91096
H 5.28135 -2.82434 1.46925
H 3.60982 -2.28413 1.57965
H 4.12788 -2.24054 -0.71533
H 3.04560 -3.62676 -0.44648
H 3.67102 -5.35070 -1.72272
H 5.35250 -5.45196 -2.28121
H 4.34070 -4.08109 -2.78819



Record 3
Here is a single CH2ClNO2S2 molecule from the OMol25 dataset. Energies are from ωB97M-V/def2-TZVPD.

multiplicity	1
energy above the lowest of the compared OMol25 structures with the same formula, charge and spin	1.8683	eV

CARTESIAN COORDINATES (ANGSTROEM)
C -1.53033 -0.28157 0.32047
N -0.45949 -0.61808 -0.49123
O 2.28320 -0.37906 -0.95570
O 1.31851 1.70264 -0.04365
S -3.08762 -0.34983 -0.11998
S 1.39994 0.29241 -0.09330
Cl -0.90215 0.47845 1.75698
H -0.57146 -0.69082 -1.48215
H 1.54941 -0.15414 1.10857



no.,strongest force on any atom (eV/Å),electronic energy (hartree)
1,2.95,-9854.55854
2,0.87,-1936.15535
3,3.80,-1501.01785